[1]
16
Properties=species:S:1:pos:R:3:forces:R:3 method="wB97M-V/def2-TZVPD" gap_ha=0.3880 molar_mass_g_mol=120.09 e_homo_ev=-9.57 largest_force_ev_per_a=4.109 total_energy_ev=-17574.2130
C -1.370 2.362 1.059 -1.92 -3.35 1.40
C -0.722 1.302 0.164 -0.04 -0.24 -0.46
C -0.032 0.230 0.571 -0.03 0.77 -2.45
P 0.710 -0.857 -0.708 -0.41 -1.37 1.20
N -0.306 -2.083 -1.163 -0.81 -0.98 -1.19
N 1.842 -1.795 0.166 0.33 0.61 -1.16
O 1.188 -0.136 -1.884 0.16 0.82 -0.77
H -1.054 2.209 2.148 -0.65 -0.15 -1.40
H -2.550 2.261 0.969 2.39 0.15 0.33
H -1.150 3.351 0.887 0.69 2.23 -1.09
H -0.809 1.288 -0.934 -0.55 0.83 0.41
H 0.281 0.229 1.545 0.59 -0.74 2.57
H -0.344 -2.965 -0.564 -0.11 1.77 -1.74
H -0.542 -2.052 -2.219 0.43 -0.62 2.82
H 2.443 -1.068 0.535 0.62 -0.16 0.55
H 2.414 -2.278 -0.573 -0.69 0.45 0.99

[2]
15
Properties=species:S:1:pos:R:3:forces:R:3 method="wB97M-V/def2-TZVPD" gap_ha=0.3328 molar_mass_g_mol=104.09 e_homo_ev=-8.01 largest_force_ev_per_a=4.612 total_energy_ev=-15524.3555
C 0.467 1.620 0.313 -0.90 -0.94 -0.74
P -0.377 -0.068 -0.132 0.20 0.75 1.62
C -1.829 0.194 1.068 2.77 -2.93 2.24
N 0.679 -1.129 0.935 -0.92 -0.01 -0.27
H 1.272 1.580 -0.450 0.19 0.63 1.15
H -0.147 2.546 0.186 0.15 -0.99 -0.44
H 0.665 1.593 1.398 0.77 -0.21 -0.63
H -2.502 0.869 0.654 -1.11 1.36 -0.57
H -2.356 -0.805 1.275 0.68 1.47 -0.26
H -1.292 0.543 2.046 -1.45 -0.45 -1.58
H 1.618 -1.399 0.617 -0.58 0.69 -0.35
H 0.212 -2.037 1.078 0.04 0.65 -0.07
C 1.232 -1.228 -3.064 2.03 2.78 2.10
N 1.783 -0.433 -2.446 0.21 -0.44 -0.48
H 0.573 -1.846 -3.478 -2.07 -2.35 -1.70

[3]
16
Properties=species:S:1:pos:R:3:forces:R:3 method="wB97M-V/def2-TZVPD" gap_ha=0.2566 molar_mass_g_mol=136.16 e_homo_ev=-7.19 largest_force_ev_per_a=2.947 total_energy_ev=-26359.5060
C -1.169 0.401 -0.225 0.60 -0.26 -1.01
C -1.965 1.279 -1.013 0.62 1.61 -2.39
C 0.651 -1.985 2.042 -2.03 -0.09 -1.80
N -0.411 -0.300 0.281 -1.33 0.34 -0.01
N 1.618 0.690 -2.205 -2.57 0.69 -0.40
P 0.832 -0.194 1.627 2.10 -0.76 0.86
S 0.141 0.821 3.133 -0.50 0.29 0.17
H 1.304 1.500 -1.689 0.58 -0.08 0.02
H -1.788 2.385 -0.799 -0.66 -1.54 0.25
H -1.767 1.207 -2.139 0.71 -0.22 1.50
H -2.949 0.893 -1.049 -1.50 0.38 0.76
H 1.494 -2.390 2.500 1.34 -0.44 1.08
H -0.277 -2.218 2.541 -0.10 0.39 1.09
H 0.438 -2.599 1.159 0.71 0.29 -0.51
H 2.565 0.644 -2.392 2.07 0.15 -0.11
H 1.282 -0.133 -1.772 -0.05 -0.74 0.48

[4]
15
Properties=species:S:1:pos:R:3:forces:R:3 method="wB97M-V/def2-TZVPD" gap_ha=0.2452 molar_mass_g_mol=105.19 e_homo_ev=-2.53 largest_force_ev_per_a=1.057 total_energy_ev=-17073.3677 total_charge=-1
N 1.507 -1.412 0.964 0.13 -0.18 0.02
C 0.774 -0.900 -0.200 -0.42 0.32 0.33
C -0.285 0.139 0.153 -0.40 -0.94 -0.26
N 0.308 1.325 0.765 -0.10 0.30 -0.43
C -1.199 0.453 -1.034 0.68 0.59 -0.38
S -2.637 1.444 -0.537 -0.14 -0.11 -0.07
H 1.580 -0.667 1.649 0.08 0.22 -0.11
H 0.927 -2.108 1.414 -0.04 -0.12 0.04
H 1.468 -0.467 -0.918 0.21 -0.12 -0.22
H 0.214 -1.723 -0.655 0.42 -0.04 -0.20
H -0.929 -0.385 0.875 0.04 0.43 0.25
H -0.508 1.933 0.883 -0.04 0.04 0.30
H 0.788 1.807 -0.007 0.07 -0.21 0.30
H -1.400 -0.474 -1.581 -0.50 -0.16 0.22
H -0.608 1.034 -1.770 0.02 -0.02 0.20

[5]
15
Properties=species:S:1:pos:R:3:forces:R:3 method="wB97M-V/def2-TZVPD" gap_ha=0.3910 molar_mass_g_mol=105.19 e_homo_ev=-14.40 largest_force_ev_per_a=3.607 total_energy_ev=-17064.2210 total_charge=+1
C 0.413 1.391 -0.064 1.99 -0.52 1.37
C 1.202 0.033 0.063 0.23 1.05 -2.97
C -1.222 -0.222 -0.388 -1.60 -0.60 0.21
N -0.960 1.046 -0.036 -0.31 -3.17 -1.69
N 0.411 -0.852 0.825 1.02 -3.05 -0.58
S -2.841 -0.978 -0.182 1.70 -0.85 -1.24
H 0.789 1.883 0.834 -0.91 0.79 0.02
H 0.591 2.004 -0.925 0.75 0.07 -0.50
H 1.185 -0.375 -0.971 0.79 0.00 0.48
H 2.241 0.177 0.361 -0.16 0.13 0.14
H -0.565 -0.819 -1.022 -0.62 0.96 -0.24
H -1.628 1.511 0.484 -1.46 1.32 1.27
H 0.831 -1.833 0.778 -0.97 1.78 0.58
H 0.280 -0.520 1.738 -0.20 0.02 1.82
H -2.577 -2.165 -1.000 -0.25 2.06 1.34

[6]
15
Properties=species:S:1:pos:R:3:forces:R:3 method="wB97M-V/def2-TZVPD" gap_ha=0.3202 molar_mass_g_mol=105.19 e_homo_ev=-14.16 largest_force_ev_per_a=3.935 total_energy_ev=-17063.3913 total_charge=+1
C 0.754 -1.086 1.223 0.64 0.47 1.06
C -1.074 -1.300 -0.259 0.32 -1.45 -3.37
C 0.463 -1.028 -0.184 -0.97 -0.44 -0.54
N 0.115 1.331 1.503 -2.82 1.13 -2.51
N 0.953 0.113 -0.928 0.75 -0.82 -1.07
S 1.045 -1.514 2.633 -0.07 -0.03 -0.54
H -1.518 -0.456 0.145 -1.45 1.25 0.93
H -1.474 -2.294 0.065 0.63 1.02 0.24
H -1.257 -1.282 -1.406 0.11 0.02 1.87
H 0.861 -1.986 -0.513 0.77 0.01 -0.47
H -0.939 1.489 1.604 1.67 -0.54 -0.06
H 0.304 1.969 0.653 0.19 -0.92 2.38
H 0.420 0.955 -0.804 -0.27 -0.20 -0.05
H 0.460 1.726 2.349 0.81 0.63 0.50
H 1.099 -0.050 -1.954 -0.30 -0.13 1.63

[7]
15
Properties=species:S:1:pos:R:3:forces:R:3 method="wB97M-V/def2-TZVPD" gap_ha=0.4197 molar_mass_g_mol=101.20 e_homo_ev=-15.07 largest_force_ev_per_a=4.390 total_energy_ev=-14106.8703 total_charge=+1
C -2.390 0.544 -0.775 -0.94 1.66 -3.95
C -1.776 -0.498 -0.232 -1.08 1.04 0.07
N -1.108 -0.306 1.008 -0.18 -0.24 -1.17
C 0.176 -0.103 1.055 -1.02 0.65 1.36
N 0.958 -0.065 0.027 -0.37 0.42 -1.63
Si 2.713 -0.012 -0.181 1.94 0.61 -1.00
H -2.281 1.721 -0.657 -0.04 -2.87 0.59
H -2.990 0.335 -1.781 1.16 0.31 2.42
H -1.972 -1.524 -0.460 -0.02 -0.39 -0.57
H -1.821 -0.255 1.709 0.80 0.26 1.36
H 0.526 0.198 1.997 0.92 -0.28 1.38
H 0.430 0.048 -0.841 0.10 -0.49 -0.07
H 3.298 -0.606 1.030 -0.15 0.20 0.09
H 3.242 1.423 -0.528 -0.76 -1.32 0.53
H 2.996 -0.899 -1.372 -0.34 0.43 0.59

[8]
15
Properties=species:S:1:pos:R:3:forces:R:3 method="wB97M-V/def2-TZVPD" gap_ha="0.1102 / 0.3336" molar_mass_g_mol=87.13 e_homo_ev="1.29 / -4.87" largest_force_ev_per_a=2.954 total_energy_ev=-7725.3288 s_squared=0.750 total_charge=-1 multiplicity=2
C 1.710 0.310 1.428 -0.73 -0.19 0.19
C 1.523 -0.255 0.028 0.05 1.09 -0.40
N 0.241 -0.779 -0.395 -0.35 -0.48 0.66
C -0.977 -0.112 -0.409 1.65 0.69 -2.35
N -1.029 1.093 0.311 0.48 -1.73 0.24
N -1.889 -0.393 -1.253 -1.50 1.08 0.22
H 2.701 0.769 1.362 0.19 -0.30 0.71
H 1.532 -0.447 2.199 0.91 -0.31 -0.08
H 1.021 1.069 1.798 0.03 0.44 -0.76
H 1.836 0.499 -0.692 -0.09 0.60 -0.01
H 2.340 -0.967 -0.122 -0.48 -0.70 0.14
H 0.315 -1.319 -1.258 0.15 -0.31 0.19
H -0.838 0.821 1.267 -0.46 1.09 0.37
H -1.842 1.629 0.049 -0.37 -0.20 0.60
H -1.644 -0.906 -2.083 0.51 -0.77 0.28